{
  "formula": "C4H10N2O2",
  "method": "the ωB97M-V functional and the def2-TZVPD basis",
  "smiles": "NC(=O)[C@H](N)CCO",
  "de_lowest_kcal_mol": 37.3,
  "energy_ev": -11385.286,
  "homo_lumo_gap_ev": 9.619,
  "lumo_ev": 0.75,
  "elements": ["N", "C", "C", "C", "O", "C", "N", "O", "H", "H", "H", "H", "H", "H", "H", "H", "H", "H"],
  "positions_angstrom": [[-0.4552, -1.3527, -1.0459], [0.3542, -0.4021, -0.3249], [-0.4285, 0.7190, 0.2907], [-1.3629, 0.4513, 1.4993], [-2.1019, -0.7614, 1.3197], [1.4164, 0.0706, -1.3368], [2.4787, 0.7229, -0.7675], [1.4122, -0.1568, -2.5276], [0.0317, -2.0345, -1.6112], [-1.1581, -1.8881, -0.5851], [0.8987, -0.9010, 0.4948], [0.1524, 1.6110, 0.5703], [-1.1049, 1.1412, -0.4670], [-2.1030, 1.2523, 1.6347], [-0.8390, 0.3368, 2.4550], [-3.0090, -0.6260, 1.5283], [2.5598, 0.8462, 0.2365], [3.2584, 0.9713, -1.3632]],
  "forces_ev_per_a": [[-0.6, -0.3, -1.0], [0.4, -1.5, 0.0], [-2.0, 1.8, 0.2], [-0.1, -0.7, 0.1], [1.0, -0.4, -0.5], [0.9, 0.2, 0.2], [0.0, 0.2, 0.4], [-0.4, -0.1, 0.3], [0.6, 0.6, -0.1], [-0.4, 0.4, 1.1], [0.3, 0.1, 0.0], [0.4, -0.5, 0.0], [0.2, -0.3, -0.2], [0.5, 0.2, -0.2], [0.3, 0.2, -0.2], [-0.9, 0.2, 0.2], [0.0, -0.1, -0.5], [-0.3, -0.1, 0.2]]
}

{
  "formula": "C4H10N2O2",
  "method": "the ωB97M-V functional and the def2-TZVPD basis",
  "smiles": "C[C@H](O)[C@H](N)C(N)=O",
  "de_lowest_kcal_mol": 71.9,
  "energy_ev": -11383.784,
  "homo_lumo_gap_ev": 10.202,
  "lumo_ev": 0.77,
  "elements": ["N", "C", "C", "C", "O", "C", "N", "O", "H", "H", "H", "H", "H", "H", "H", "H", "H", "H"],
  "positions_angstrom": [[1.4526, -0.7698, 1.3241], [0.6480, 0.1927, 0.4405], [0.7460, -0.4086, -1.0093], [1.0957, 0.6548, -2.0450], [-0.3353, -1.2693, -1.4472], [-0.8295, 0.3600, 0.7685], [-1.2686, 1.5190, 1.3872], [-1.7087, -0.4697, 0.7525], [1.2642, -1.6876, 1.1184], [1.3967, -0.4528, 2.2429], [1.3624, 1.0024, 0.6399], [1.6209, -1.0878, -1.2098], [1.1370, 1.6792, -1.6695], [1.9918, 0.6168, -2.6715], [0.2586, 0.5397, -2.7627], [-1.1816, -0.9841, -1.1803], [-0.6239, 2.3267, 1.4453], [-2.1246, 1.9222, 1.6977]],
  "forces_ev_per_a": [[-0.7, 3.0, -2.2], [2.1, -2.7, -0.1], [1.6, -0.8, -1.2], [-1.7, 1.2, -1.3], [2.5, 0.1, -0.3], [-2.5, 1.5, 3.0], [4.1, 3.4, -0.2], [0.4, -2.1, -1.4], [-0.8, -2.6, 0.1], [-0.2, -0.2, 1.9], [-1.3, 0.9, -1.0], [-0.7, 0.2, 1.6], [-0.5, 0.0, 0.2], [0.2, -0.9, 0.5], [0.4, 0.7, 0.1], [-1.5, 0.7, 0.9], [0.0, -1.0, -0.3], [-1.3, -1.4, -0.3]]
}

{
  "formula": "C4H10N2O2",
  "method": "the ωB97M-V functional and the def2-TZVPD basis",
  "smiles": "CC(C)N(O)/C=N\\O",
  "de_lowest_kcal_mol": 208.6,
  "energy_ev": -11377.858,
  "homo_lumo_gap_ev": 9.844,
  "lumo_ev": 0.60,
  "elements": ["C", "C", "C", "C", "H", "H", "H", "H", "H", "H", "H", "H", "H", "H", "N", "N", "O", "O"],
  "positions_angstrom": [[1.2309, 0.8850, -1.4910], [0.1575, -0.2018, -0.7446], [1.1696, -1.2634, -0.2065], [-1.7237, -0.3883, 0.4878], [1.7508, 0.3642, -2.3092], [0.5626, 1.8270, -1.7610], [2.0002, 0.9851, -0.6034], [-0.8277, -0.3546, -1.3443], [1.7477, -1.9095, -0.8210], [2.0478, -0.7179, 0.3836], [0.5685, -1.6809, 0.6615], [-0.1410, 0.0532, 2.0060], [-1.7119, -1.5812, 0.0922], [-1.5252, 1.6206, 1.0251], [-0.6108, 0.3120, 0.1917], [-2.4345, -0.0738, 1.3997], [0.0631, 0.7360, 1.3321], [-2.3238, 1.3882, 1.7013]],
  "forces_ev_per_a": [[-2.3, -0.1, 2.6], [4.5, -0.1, -6.3], [-0.5, 1.5, 3.5], [2.7, -6.2, -2.8], [-0.5, 0.5, 0.1], [2.1, -1.7, 0.4], [-1.5, 0.7, -2.1], [2.8, -1.3, -1.3], [-0.5, -0.9, -0.8], [-2.0, -0.7, -1.2], [1.2, -0.9, -1.1], [0.3, 0.5, 0.0], [-0.5, 3.3, 1.0], [-2.9, 0.2, 2.5], [-0.7, 3.4, 2.4], [-5.1, 3.8, 4.3], [1.0, -0.2, 1.3], [2.2, -1.9, -2.4]]
}

{
  "formula": "C4H10N2O2",
  "method": "the ωB97M-V functional and the def2-TZVPD basis",
  "smiles": "CC(N)=O.CC(N)=O",
  "de_lowest_kcal_mol": 26.0,
  "energy_ev": -11385.776,
  "homo_lumo_gap_ev": 10.309,
  "lumo_ev": 0.99,
  "elements": ["C", "C", "O", "N", "H", "H", "H", "H", "H", "C", "C", "O", "N", "H", "H", "H", "H", "H"],
  "positions_angstrom": [[-0.1865, 2.7198, 1.2239], [0.5929, 1.6778, 0.4543], [0.2940, 1.1407, -0.5722], [1.9208, 1.5984, 0.9174], [0.0905, 3.7310, 0.8856], [-0.2126, 2.6928, 2.3128], [2.4108, 0.7535, 0.6574], [2.0856, 1.7525, 1.9045], [-1.2481, 2.5329, 1.0421], [-1.7923, -1.4916, -1.3621], [-0.6089, -1.7326, -0.4587], [-0.2162, -0.9583, 0.3850], [0.0644, -2.9176, -0.6431], [-2.5256, -2.2742, -1.5119], [-1.4265, -1.0987, -2.3202], [0.8261, -3.1595, -0.0750], [-0.0953, -3.4457, -1.4846], [-2.2330, -0.5528, -1.0020]],
  "forces_ev_per_a": [[-1.7, 0.0, -0.2], [2.3, 1.0, 0.6], [-0.7, 0.7, -0.5], [-0.1, -0.7, 0.6], [-0.1, -0.4, 0.1], [1.0, -0.2, 0.1], [-0.1, 0.0, -0.5], [-0.3, 0.3, -0.1], [0.0, 0.3, -0.6], [0.3, 2.0, -0.2], [0.8, -0.8, 0.4], [-0.7, -0.6, 0.5], [-1.5, 0.1, -1.4], [0.1, -0.2, 0.2], [0.2, -0.7, -0.1], [1.0, 0.0, 0.7], [0.0, -0.1, 0.2], [-0.4, -0.5, 0.3]]
}

{
  "formula": "C4H10N2O2",
  "method": "the ωB97M-V functional and the def2-TZVPD basis",
  "de_lowest_kcal_mol": 143.3,
  "energy_ev": -11380.691,
  "homo_lumo_gap_ev": [7.621, 7.421],
  "lumo_ev": [0.77, 0.73],
  "elements": ["C", "C", "C", "N", "C", "N", "O", "O", "H", "H", "H", "H", "H", "H", "H", "H", "H", "H"],
  "positions_angstrom": [[1.4080, -0.2068, -0.0470], [-1.1524, 2.0771, -0.6021], [-0.9372, -2.2228, 1.4153], [-0.2423, 1.4732, -1.5345], [0.1658, -1.9054, 0.4351], [1.0015, 1.4690, -1.1433], [0.0854, -0.5472, 0.1191], [0.7283, -2.7392, -0.2309], [1.3010, 2.1008, -0.3785], [1.6609, 1.2703, -1.8941], [1.9828, -0.7937, -0.7543], [1.9062, 0.2302, 0.8105], [-1.8471, 1.3357, -0.1958], [-1.7446, 2.8162, -1.1422], [-0.6546, 2.5564, 0.2552], [-1.8476, -2.4079, 0.8432], [-0.6940, -3.1256, 1.9706], [-1.1200, -1.3802, 2.0737]],
  "forces_ev_per_a": [[0.7, 2.7, -1.5], [0.0, -0.2, 0.1], [0.5, -0.1, 0.4], [-0.2, 0.1, -0.7], [-2.9, -1.1, -1.4], [0.3, -1.3, 1.2], [1.5, -1.3, 0.6], [0.3, 1.0, 1.0], [0.0, -0.1, -0.8], [-0.1, 0.5, 0.4], [-0.1, -0.2, 0.3], [0.0, -0.3, 0.2], [0.0, 0.0, 0.1], [-0.1, 0.2, 0.1], [0.0, 0.1, 0.0], [0.1, 0.0, -0.1], [-0.1, 0.0, 0.0], [0.0, 0.0, 0.1]]
}

{
  "formula": "C4H10N2O2",
  "method": "the ωB97M-V functional and the def2-TZVPD basis",
  "de_lowest_kcal_mol": 144.0,
  "energy_ev": -11380.658,
  "homo_lumo_gap_ev": 5.721,
  "lumo_ev": -2.66,
  "elements": ["N", "C", "C", "N", "C", "C", "O", "O", "H", "H", "H", "H", "H", "H", "H", "H", "H", "H"],
  "positions_angstrom": [[3.0214, -0.2569, -0.1593], [1.7737, -0.4390, -0.5559], [0.7765, 0.2343, 0.2317], [-0.4900, 0.1226, -0.1151], [-1.0813, -0.9383, -0.9105], [-2.4389, -1.1288, -0.3221], [-2.1093, 1.3194, 0.7069], [1.1109, 0.9419, 1.1823], [3.5777, 0.2416, -0.8587], [2.9299, 0.3575, 0.6787], [-1.9877, 2.1412, 1.1966], [-2.7575, -0.1711, 0.0910], [1.6319, -1.2504, -1.2727], [-1.1740, 0.8482, 0.3302], [-0.4519, -1.8233, -1.0060], [-1.1682, -0.5699, -1.9448], [-2.2384, -1.7099, 0.5968], [-3.2109, -1.7486, -0.7639]],
  "forces_ev_per_a": [[-0.6, 2.4, 0.0], [1.0, -2.2, 0.3], [-2.4, -0.4, 1.0], [4.7, -3.9, -3.1], [0.3, 0.9, -1.8], [-0.3, -1.6, 2.3], [-2.1, 2.6, 1.5], [1.7, 0.6, 0.4], [0.8, -1.2, -0.1], [0.1, 0.0, -0.1], [-0.1, -0.2, 0.0], [-0.7, -0.3, -0.6], [-0.4, 0.9, -0.6], [-2.0, 2.0, 1.3], [-0.1, -0.2, 0.4], [-0.1, 0.1, 0.0], [-0.1, 0.2, 0.1], [0.2, 0.3, -1.0]]
}